{
  "formula": "C8H17LaO3P2",
  "method": "ωB97M-V/def2-TZVPD",
  "symbols": ["C", "C", "C", "C", "C", "La", "P", "H", "H", "H", "H", "H", "H", "H", "H", "C", "O", "P", "O", "C", "O", "C", "H", "H", "H", "H", "H", "H", "H", "H", "H"],
  "coordinates": [[-2.839736, 0.974254, -0.993626], [-3.372847, -0.199977, -1.756781], [-3.332059, -1.317246, -0.869775], [-2.785120, -0.903114, 0.385123], [-2.448083, 0.512287, 0.285823], [-1.022203, -0.501892, -1.313034], [0.213475, 2.361618, -2.518917], [-2.815295, 2.033854, -1.427083], [-3.502945, -0.419041, -2.890667], [-3.783292, -2.325854, -1.051355], [-2.014628, 1.002721, 1.240033], [-2.731528, -1.579653, 1.228765], [0.656405, 3.510158, -1.789296], [-0.205118, 3.077447, -3.698697], [1.538048, 2.094172, -3.020456], [0.657763, -2.837838, 0.988822], [0.660971, -1.953827, -0.190410], [2.107611, -0.904652, -0.278456], [2.755407, -0.993790, 1.226578], [3.576674, 0.144729, 1.698509], [1.148420, 0.535508, -0.100480], [1.046483, 1.252046, 1.178077], [0.638652, -3.883100, 0.657152], [-0.198667, -2.606513, 1.623435], [1.603191, -2.623947, 1.491728], [3.158353, 0.540709, 2.622384], [4.573188, -0.219174, 1.929337], [3.660642, 0.915731, 0.910262], [0.365022, 2.071862, 1.022321], [2.017248, 1.672656, 1.460425], [0.673970, 0.569865, 1.950260]],
  "atomic_forces_ev_per_a": [[-1.910, 1.930, -1.555], [-1.293, -0.051, -1.051], [-1.425, -0.427, 1.447], [-1.921, 0.654, -0.613], [-1.493, -0.746, 3.842], [7.590, -1.485, -3.371], [0.845, 0.204, -0.805], [0.027, -1.748, 0.961], [-0.052, 1.187, 2.085], [0.748, 1.043, 0.052], [-0.827, -0.358, -2.142], [0.268, 0.360, 0.120], [-0.326, -0.300, -0.141], [0.182, -0.158, 0.554], [-0.630, 0.119, 0.183], [0.439, 0.236, -0.824], [1.200, -0.248, 1.547], [-1.236, -0.927, -2.539], [0.486, 1.703, 1.321], [0.206, -0.781, -0.371], [0.685, 0.542, 1.402], [0.008, -0.355, -0.464], [-0.124, 0.285, 0.019], [0.016, 0.003, -0.051], [-0.457, -0.512, 0.399], [-0.066, 0.031, -0.189], [0.075, -0.240, -0.149], [0.028, -0.346, 0.466], [-0.441, 0.215, -0.015], [-0.685, -0.054, -0.117], [0.080, 0.225, -0.001]],
  "nbo_charge": [-0.500, -0.499, -0.398, -0.382, -0.448, 1.378, 0.002, 0.248, 0.252, 0.244, 0.255, 0.240, 0.016, 0.012, 0.034, -0.266, -0.888, 1.358, -0.899, -0.272, -0.918, -0.275, 0.186, 0.176, 0.216, 0.190, 0.197, 0.182, 0.190, 0.185, 0.184],
  "max_force_ev_per_a": 8.44,
  "e_lumo_ev": [0.10, 0.22],
  "total_energy_ha": -1254.80803,
  "homo_lumo_gap_ev": [3.62, 4.71]
}